The following is a quantum chemistry calculation of C25H38BN9O2ReS as an isolated structure at a distorted geometry, from OMol25.

Results
HOMO-LUMO gap (alpha / beta): 0.1758 / 0.1857 Ha
⟨S²⟩: 0.819
ΔE to the lowest compared entry with this formula, charge and spin: 1.6708 eV
spin multiplicity: 2
net charge: +2
HOMO (alpha / beta): -0.4646 / -0.4640 Eh

Cartesian coordinates (Å):
H -2.90755 1.00020 -4.71884
H -1.14661 1.00370 -4.85004
C 1.42570 -1.33382 -2.83297
H -0.39221 -4.74538 -1.79761
H 1.75064 3.95354 -2.01655
C 2.94467 -3.90493 0.12714
N 0.58322 1.33132 1.73175
H -0.68973 -1.16292 1.99473
H -1.50406 -0.96296 -3.23918
N 2.80460 0.69184 0.07464
C -2.18849 -0.36415 -2.63323
C -0.67634 0.42454 3.61107
H 2.38277 3.86390 2.48538
H -4.03864 4.08273 -0.44241
S -1.70295 3.21302 0.87137
H 0.93187 -3.37585 -2.99757
H 4.03389 -3.94366 0.17852
H 2.67258 -3.76011 -0.91703
H 5.06841 -1.58778 0.57359
N 1.16290 2.19083 -1.06060
H -3.96069 -0.79811 -0.21880
H 0.73297 -1.18575 3.13906
H -2.02413 2.50129 -4.52443
C -0.56941 0.40065 5.13647
C -0.03519 -2.75019 -1.37849
C -4.06023 0.27321 -0.30139
B 2.19860 2.11441 0.06805
H -3.19364 -0.56445 -3.00619
N 1.47215 2.30313 1.42066
C 0.89891 2.55160 3.54934
H 3.98416 -3.08860 2.49483
N 0.16335 1.26391 -1.20029
H -2.13689 -0.70980 -1.60757
C 4.08869 0.34007 0.13261
H 0.97905 -0.48277 -2.33162
H -0.88278 1.35468 5.56085
H 2.50818 -3.98546 2.84125
H 2.48389 -1.38793 -2.57595
O -1.98821 0.21530 0.57777
C -0.05952 2.85955 -2.75527
H -5.99190 0.31153 -1.13435
C 0.24070 1.45028 3.02478
H 2.56804 -4.87399 0.45663
N -0.52724 -3.98096 -1.15864
N 0.73688 -2.55803 -2.44193
C -1.99425 1.43452 -4.31285
C -0.61440 1.69067 -2.24553
H -1.16762 -4.10040 -0.39439
C 2.85686 -1.43700 0.57378
H 4.85904 1.08108 -0.01622
H 3.04933 2.93238 -0.08542
C -2.94117 2.35807 0.15031
H 0.45667 0.20666 5.45502
O -0.37137 -1.84657 -0.54905
C 2.40765 -2.79351 1.03508
C -5.15484 0.90685 -0.79988
C -5.15414 2.31217 -0.87701
C 2.89481 -3.03618 2.46911
H -2.71015 1.68080 -2.32629
H -0.41690 3.44431 -3.58334
H -6.00662 2.84214 -1.28051
N 2.02235 -0.40295 0.32452
C 1.04098 3.14183 -1.97612
H 1.31306 -2.81352 1.03195
C 1.68067 3.04450 2.50670
H -1.21064 -0.37316 5.55625
H -0.89527 -1.73743 3.54609
H 1.31979 -1.19839 -3.90735
H 0.84598 2.94057 4.55230
H 2.58846 -2.24519 3.15486
C -4.06986 3.00279 -0.42338
C -1.90326 1.11884 -2.81156
C -0.32728 -0.95579 3.03557
N -2.97689 0.97521 0.12308
Re -0.03001 -0.03633 0.39684
C 4.17159 -1.00685 0.43639
H -1.70301 0.68224 3.33144

Atoms 1-2, force components in eV/Å:
0.011 0.006 0.018
-0.019 0.000 -0.007

Population analysis type Mulliken, resulting atomic charges in e: H 0.455; H 0.402; C -0.811; H 0.194; H 0.510; C -1.639; N 1.373; H 0.631; H 0.450; N 0.043; C -1.168; C 1.336; H 0.547; H 0.492; S -0.317; H 0.256; H 0.426; H 0.284; H 0.634; N 0.355; H 0.496; H 0.004; H 0.391; C -1.769; C 0.448; C -0.174; B -0.039; H 0.556; N 0.098; C -1.298; H 0.398; N 0.163; H -0.293; C -0.741; H 0.297; H 0.437; H 0.432; H 0.303; O -0.279; C -1.274; H 0.473; C -0.086; H 0.423; N -0.403; N -0.066; C -1.694; C 0.076; H 0.250; C -0.621; H 0.546; H -0.047; C 0.597; H 0.397; O -0.691; C 1.275; C -0.817; C -0.353; C -1.653; H -0.535; H 0.588; H 0.440; N 0.550; C -0.684; H -0.077; C -0.481; H 0.445; H 0.666; H 0.427; H 0.548; H 0.355; C -0.928; C 2.065; C -1.307; N 0.070; Re 0.392; C -0.794; H 0.042

The following is a quantum chemistry calculation of C12H29ClI2NOP2W as an isolated structure at a distorted geometry, from OMol25.

Results
HOMO-LUMO gap (alpha / beta): 0.1358 / 0.1336 Ha
⟨S²⟩: 2.050
ΔE to the lowest compared entry with this formula, charge and spin: 0.5323 eV
spin multiplicity: 3
net charge: +3
HOMO (alpha / beta): -0.6409 / -0.6393 Eh

Cartesian coordinates (Å):
H -3.88341 -0.94955 4.89382
H -3.94064 -0.12279 -0.93709
H 4.38199 -1.78919 -0.22091
C -1.91447 1.64406 -2.74417
H -1.89630 -1.48617 6.55078
C -3.06982 0.37054 -0.48624
C -0.90495 0.42569 6.34255
H -1.82132 2.54983 -2.12766
H 2.81269 -2.66029 -0.29846
H -2.93764 1.57331 -3.14760
C -2.23315 -1.20222 -2.68119
C 3.66608 1.06316 -0.57396
H -2.88727 1.93783 5.06671
O -1.94895 -0.40051 3.03399
H 0.05654 0.03596 4.47287
C -1.98205 -0.47077 6.95297
C -3.94195 0.05688 5.33693
H -3.50846 1.03146 7.19855
C 2.88191 -0.36344 1.70424
C -3.41988 0.02155 6.77542
H 2.62613 0.56849 2.21762
H 3.73412 1.16076 -1.66491
C -3.13706 1.03442 4.50179
H 4.65159 0.82217 -0.14350
H 2.31684 -1.17614 2.16781
H 3.28924 1.99587 -0.13321
H 3.43996 -1.82858 -1.76177
W 0.63213 -0.03510 -1.53132
H -3.26355 -0.96571 -2.99266
N -0.82556 0.30219 4.89656
H -1.58589 -1.34301 -3.55689
C 3.37389 -1.79104 -0.66669
Cl 1.44288 -0.07022 -3.63985
H -3.68744 1.32430 3.60217
I -0.08396 1.37938 1.05449
C -1.90351 0.27769 4.06682
H 0.08653 0.18406 6.74562
H -2.85883 -0.09409 0.48035
H -1.11593 1.47125 6.61186
H -4.07557 -0.65360 7.33427
H -3.31301 1.42381 -0.32105
P -1.71765 0.20431 -1.66968
H -2.23236 -2.10532 -2.05608
H 3.95591 -0.56096 1.84790
P 2.55787 -0.28050 -0.09035
I -0.31856 -1.56950 0.87076
H -4.99137 0.36916 5.28810
H -1.17937 1.66265 -3.56102
H -1.78440 -0.55010 8.02655

Atoms 1-2, force components in eV/Å:
-0.133 0.242 0.045
0.203 0.084 0.077

Population analysis type Mulliken, resulting atomic charges in e: H 0.317; H 0.455; H 0.447; C -1.253; H 0.311; C -0.983; C -0.879; H 0.392; H 0.361; H 0.414; C -1.238; C -1.181; H 0.439; O -0.361; H 0.212; C -0.551; C -0.564; H 0.326; C -1.094; C -0.745; H 0.423; H 0.447; C -0.587; H 0.438; H 0.404; H 0.369; H 0.432; W 0.232; H 0.481; N 0.041; H 0.459; C -1.137; Cl -0.187; H 0.320; I 0.293; C 0.293; H 0.466; H 0.332; H 0.295; H 0.336; H 0.408; P 0.690; H 0.386; H 0.455; P 0.470; I 0.365; H 0.397; H 0.478; H 0.377

The following is a quantum chemistry calculation of the molecule C4H7N3O at a distorted geometry, from OMol25.

Results
HOMO-LUMO gap: 0.2869 Ha
ΔE to the lowest compared entry with this formula, charge and spin: 3.3111 eV
SMILES string: [H]/N=c1/[nH]cc(OC)[nH]1
HOMO: -0.2605 Eh

Cartesian coordinates (Å):
N 2.70618 -0.73388 0.19249
N 0.27030 -0.71664 -0.26512
H -3.40388 -0.58050 0.69382
H -2.13917 0.22844 1.49050
C -2.32087 -0.49052 0.73586
H -0.54195 2.29325 0.05017
C -0.19988 1.36995 -0.08399
C -0.65495 0.17952 -0.49945
H -2.04850 -1.49617 0.89540
N 1.10261 1.10516 0.21021
H 1.98862 1.72549 0.54554
H 0.08686 -1.80334 -0.36223
O -1.91083 -0.16287 -0.65412
H 2.94186 -1.62959 -0.19727
C 1.48390 -0.22845 0.03992

Atoms 1-2, force components in eV/Å:
-2.061 2.134 0.060
1.046 -8.359 -1.153

Population analysis type Mulliken, resulting atomic charges in e: N -0.785; N -0.122; H 0.302; H 0.352; C -0.838; H 0.591; C -0.680; C 0.432; H 0.315; N -0.238; H 0.348; H 0.305; O -0.425; H 0.184; C 0.259

Number 1: energy -2119.6078 Eh. Number 2: energy -2408.9303 Eh. Number 3: energy -396.0267 Eh.